Entry 1
Below is 7 unconnected molecules or ions with the total composition C28H56O14, with properties calculated with ωB97M-V/def2-TZVPD.

Each line ends with the Löwdin charge.
Cartesian coordinates (Å):
C (-33.5857, -31.9181, 21.4825)  -0.038
C (-32.4760, -32.1096, 20.4670)  -0.162
O (-31.5806, -33.1816, 20.8159)  0.014
C (-30.7188, -33.6314, 20.0383)  -0.510
C (-30.1104, -34.9214, 20.5247)  0.027
O (-30.4380, -33.0767, 18.8583)  -0.023
H (-33.2036, -31.5734, 22.3986)  0.061
H (-34.0300, -32.8440, 21.6907)  0.036
H (-34.4594, -31.3329, 21.0958)  0.107
H (-32.7822, -32.2684, 19.3813)  0.159
H (-31.8150, -31.3623, 20.5644)  0.082
H (-29.3226, -35.1271, 19.8215)  0.082
H (-30.8632, -35.6802, 20.5230)  0.079
H (-29.4868, -34.8991, 21.3868)  0.073
C (-38.8036, -36.5918, 24.4498)  -0.049
C (-38.1139, -35.6285, 25.4041)  -0.234
O (-38.1045, -36.0954, 26.7066)  0.054
C (-37.3254, -35.6040, 27.5479)  -0.684
C (-37.3288, -36.4679, 28.7905)  0.022
O (-36.6888, -34.6471, 27.4113)  0.164
H (-38.2714, -37.5769, 24.4524)  0.065
H (-38.8945, -36.4792, 23.3532)  0.067
H (-39.8349, -36.9083, 24.8637)  0.107
H (-37.2133, -35.4409, 25.0016)  0.070
H (-38.5660, -34.6806, 25.3512)  0.122
H (-36.4604, -37.2410, 28.7378)  0.120
H (-38.2647, -36.9864, 29.0333)  0.076
H (-37.2475, -35.8473, 29.7082)  0.088
C (-33.1966, -34.3720, 24.2810)  -0.020
C (-32.9975, -35.5511, 25.2851)  -0.161
O (-34.0601, -36.4415, 25.0545)  -0.029
C (-34.3806, -37.3913, 25.8760)  -0.485
C (-35.3240, -38.4543, 25.3549)  0.033
O (-33.8023, -37.6402, 27.0244)  -0.006
H (-32.4360, -33.7030, 24.5365)  0.059
H (-34.2342, -34.1288, 24.1320)  0.078
H (-33.0483, -34.8529, 23.3501)  0.047
H (-32.2000, -36.1443, 25.1416)  0.097
H (-33.2821, -35.1010, 26.3082)  0.152
H (-35.1402, -39.5321, 25.6580)  0.103
H (-35.1391, -38.5596, 24.2282)  0.079
H (-36.2206, -37.7705, 25.2661)  0.086
C (-36.7532, -40.7195, 22.0098)  -0.061
C (-37.0683, -39.5056, 21.1444)  -0.194
O (-36.2671, -38.3471, 21.4611)  -0.030
C (-36.7735, -37.1180, 21.3267)  -0.516
C (-35.7372, -36.0093, 21.7619)  0.059
O (-37.9353, -36.8258, 21.1865)  0.071
H (-37.2116, -40.6853, 22.9110)  0.030
H (-35.6384, -40.8957, 22.2677)  0.095
H (-36.9237, -41.6095, 21.4143)  0.079
H (-36.7477, -39.8285, 20.0856)  0.142
H (-38.1419, -39.1843, 21.0614)  0.133
H (-35.7774, -35.8811, 22.8897)  0.094
H (-36.2520, -35.1080, 21.1608)  0.148
H (-34.8972, -36.3093, 21.5071)  -0.038
C (-24.9281, -31.4613, 26.1405)  -0.067
C (-26.3071, -30.9931, 26.0296)  -0.271
O (-27.0028, -31.3647, 24.8414)  0.000
C (-28.3624, -31.1736, 24.8485)  -0.483
C (-28.9736, -31.6884, 23.6425)  0.005
O (-29.1255, -30.5775, 25.7020)  0.030
H (-24.9366, -32.4935, 25.7456)  0.082
H (-24.6489, -31.3610, 27.1453)  0.054
H (-24.0858, -30.8140, 25.4323)  0.160
H (-26.8793, -31.2940, 26.8140)  0.088
H (-26.3352, -29.9876, 25.9627)  0.097
H (-28.7015, -32.6990, 23.8388)  0.068
H (-28.6312, -31.2666, 22.7951)  0.047
H (-30.2581, -31.8890, 23.7844)  0.186
C (-34.4289, -42.5751, 24.6588)  -0.064
C (-33.1011, -42.0065, 24.1994)  -0.234
O (-33.2982, -40.8794, 23.3904)  0.046
C (-32.3826, -40.1038, 23.2108)  -0.573
C (-32.7227, -38.9395, 22.2752)  0.048
O (-31.1472, -40.3213, 23.4147)  0.042
H (-34.9875, -42.9377, 23.8273)  0.046
H (-34.9251, -41.6522, 24.9672)  0.060
H (-34.3756, -43.6014, 25.2441)  0.137
H (-32.5154, -41.8090, 25.1266)  0.139
H (-32.4398, -42.8056, 23.8051)  0.139
H (-32.2126, -38.0146, 22.4465)  0.079
H (-33.7587, -38.9105, 22.4584)  0.034
H (-32.5466, -39.1973, 21.2645)  0.083
C (-27.5852, -34.4573, 27.7468)  -0.047
C (-29.0477, -34.0404, 27.4882)  -0.146
O (-29.8555, -34.9927, 28.2174)  0.008
C (-31.1429, -34.9363, 28.3515)  -0.608
C (-31.6594, -36.0615, 29.1081)  -0.010
O (-31.7561, -33.9344, 27.9722)  0.069
H (-27.0685, -34.3254, 28.6893)  0.086
H (-26.8392, -33.9320, 27.1455)  0.069
H (-27.3797, -35.3952, 27.5624)  0.011
H (-28.9477, -32.9515, 27.7849)  0.141
H (-29.4090, -34.0048, 26.5491)  0.075
H (-31.3322, -36.2525, 30.2276)  0.131
H (-31.4023, -37.0810, 28.5833)  0.119
H (-32.7966, -35.9989, 28.9215)  0.102

The multiplicity is 1. For the molecular weight, the calculation gives 616.74 u. The value obtained for the LUMO energy is 0.36 eV.

Entry 2
Below is 7 unconnected molecules or ions with the total composition C28H56O14, with properties calculated with ωB97M-V/def2-TZVPD.

Each line ends with the Löwdin charge.
Cartesian coordinates (Å):
C (3.0410, -15.5737, -71.4823)  -0.060
C (4.3922, -16.1942, -71.5503)  -0.264
O (4.2131, -17.5755, -71.6456)  -0.067
C (5.2144, -18.4636, -72.0150)  -0.530
C (4.8092, -19.8374, -72.1665)  0.010
O (6.2776, -17.9599, -72.2935)  0.097
H (2.2667, -15.8111, -72.0615)  0.012
H (3.1275, -14.5547, -71.3223)  0.064
H (2.4967, -16.1769, -70.6200)  0.100
H (5.0189, -15.7220, -72.3741)  0.131
H (5.1849, -16.0137, -70.5521)  0.194
H (3.8573, -19.8565, -71.6669)  0.046
H (5.5463, -20.5915, -71.7910)  0.110
H (4.5339, -20.0151, -73.3438)  0.165
C (-1.8761, -22.7379, -71.9694)  -0.070
C (-2.4965, -23.4394, -70.7934)  -0.282
O (-1.9182, -22.9363, -69.6486)  -0.062
C (-2.4031, -23.2562, -68.3741)  -0.465
C (-1.5597, -22.7071, -67.2851)  0.027
O (-3.5115, -23.7949, -68.2742)  0.077
H (-1.0058, -23.1726, -72.2907)  0.006
H (-1.8405, -21.5901, -71.8447)  0.117
H (-2.4402, -23.1077, -72.9443)  0.125
H (-3.5531, -23.2058, -70.8377)  0.121
H (-2.2408, -24.4981, -70.7796)  0.134
H (-1.8128, -21.5894, -67.3579)  0.141
H (-0.6005, -22.9281, -67.4661)  0.005
H (-1.7873, -23.4353, -66.4558)  0.122
C (3.4585, -14.9014, -66.8676)  -0.043
C (2.0299, -14.5978, -67.4413)  -0.259
O (1.1775, -15.5526, -66.8248)  -0.069
C (-0.1048, -15.7962, -67.5310)  -0.489
C (-0.9509, -16.8386, -67.0360)  0.000
O (-0.5756, -15.0866, -68.3966)  0.086
H (4.0019, -13.8781, -67.1616)  0.115
H (3.9426, -15.6509, -67.2772)  0.002
H (3.4326, -14.5910, -65.7984)  0.085
H (1.6880, -13.5666, -67.3527)  0.116
H (2.0421, -14.8272, -68.5558)  0.110
H (-0.3709, -17.7348, -67.1770)  0.057
H (-1.6808, -16.7902, -67.8116)  0.087
H (-1.1854, -16.7729, -65.8536)  0.167
C (-0.8997, -15.5623, -72.4471)  -0.052
C (-1.2998, -16.9065, -72.8722)  -0.211
O (-0.1931, -17.7825, -72.9764)  0.043
C (-0.2013, -18.8836, -73.5215)  -0.640
C (1.0839, -19.6781, -73.5225)  0.024
O (-1.0941, -19.2485, -74.2793)  0.070
H (-0.1073, -15.3198, -73.0569)  0.048
H (-0.1882, -15.5236, -71.5725)  0.091
H (-1.8233, -14.9734, -72.3788)  0.108
H (-1.8354, -17.3745, -72.1785)  0.086
H (-1.8904, -16.8627, -73.8378)  0.160
H (1.4512, -19.7963, -72.3874)  0.102
H (1.7866, -19.1643, -74.3236)  0.138
H (1.0541, -20.7158, -73.6981)  0.046
C (2.0025, -22.9081, -70.6952)  -0.091
C (1.7139, -22.1450, -69.4657)  -0.231
O (1.4000, -20.7993, -69.9822)  -0.062
C (1.0250, -19.7797, -69.0550)  -0.368
C (1.2008, -18.3558, -69.6451)  0.041
O (0.5109, -19.9768, -67.9578)  0.079
H (2.9735, -22.4169, -70.9593)  0.072
H (1.3540, -23.1383, -71.6018)  0.091
H (2.2860, -24.0533, -70.2898)  0.134
H (0.6733, -22.5888, -69.3194)  0.119
H (2.2850, -22.1810, -68.6578)  0.076
H (0.3430, -17.8190, -69.9784)  0.084
H (1.7822, -18.3881, -70.3942)  -0.032
H (1.6195, -17.5760, -68.9762)  0.100
C (1.2721, -26.3465, -66.6112)  -0.054
C (2.1769, -25.1550, -66.5676)  -0.241
O (1.7414, -24.2290, -65.6019)  -0.042
C (2.5270, -23.2036, -65.1125)  -0.481
C (1.9360, -22.0977, -64.2391)  0.028
O (3.6653, -23.0327, -65.5216)  0.067
H (1.6106, -26.9781, -67.3626)  0.058
H (0.2859, -26.0836, -66.8682)  0.056
H (1.0522, -26.9094, -65.6910)  0.097
H (3.2311, -25.3055, -66.3966)  0.110
H (2.1613, -24.5687, -67.5858)  0.139
H (0.8115, -22.0814, -64.5793)  0.123
H (2.3329, -21.0896, -64.4648)  0.098
H (2.2436, -22.5405, -63.3582)  0.055
C (9.2295, -25.7090, -71.0875)  -0.072
C (8.2897, -26.1663, -70.0251)  -0.292
O (7.3641, -25.1815, -69.7104)  0.004
C (6.6069, -25.3380, -68.6289)  -0.552
C (5.5794, -24.3124, -68.5689)  0.023
O (6.7626, -26.0537, -67.6700)  0.111
H (9.5648, -24.8446, -70.6911)  0.040
H (8.6797, -25.6575, -72.0110)  0.072
H (9.9164, -26.5864, -71.4152)  0.125
H (7.8532, -27.1368, -70.3927)  0.131
H (8.7716, -26.5154, -68.9446)  0.177
H (5.7656, -23.5590, -69.2137)  0.045
H (5.5541, -23.9538, -67.5821)  0.078
H (4.5461, -24.6421, -68.8336)  0.103

The multiplicity is 1. For the molecular weight, the calculation gives 616.74 u. The value obtained for the LUMO energy is 0.28 eV.

Entry 3
Below is 7 unconnected molecules or ions with the total composition C28H56O14, with properties calculated with ωB97M-V/def2-TZVPD.

Each line ends with the Löwdin charge.
Cartesian coordinates (Å):
C (44.0240, 24.1750, 5.2340)  -0.059
C (43.1990, 22.7970, 5.0520)  -0.175
O (42.5990, 22.3430, 6.2220)  0.009
C (42.0490, 21.2120, 6.3180)  -0.575
C (41.3420, 21.0150, 7.6240)  0.039
O (42.0500, 20.3170, 5.4730)  0.081
H (45.1350, 24.0490, 5.6140)  0.096
H (43.4500, 25.0300, 5.6230)  0.063
H (44.3710, 24.7300, 4.2780)  0.084
H (42.4180, 22.9900, 4.3330)  0.116
H (43.8030, 21.9500, 4.7110)  0.126
H (41.8080, 20.6150, 8.4530)  0.064
H (40.4910, 20.2240, 7.4750)  0.137
H (40.8380, 21.8000, 7.8910)  -0.003
C (39.6520, 29.2100, 10.5110)  -0.082
C (39.5510, 28.0010, 11.4590)  -0.260
O (38.3130, 27.4510, 11.1150)  -0.029
C (37.8850, 26.3530, 11.6720)  -0.528
C (36.4790, 25.9090, 10.9970)  0.053
O (38.3180, 25.8500, 12.7060)  0.064
H (38.8140, 29.9950, 10.5390)  0.082
H (39.7750, 28.6800, 9.3860)  0.126
H (40.5190, 30.0010, 10.6240)  0.095
H (40.4370, 27.3430, 11.4660)  0.120
H (39.5180, 28.2190, 12.5190)  0.115
H (36.7780, 24.7110, 10.8520)  0.140
H (36.4430, 26.5910, 10.0450)  0.122
H (36.0010, 26.0960, 11.8290)  -0.006
C (42.8730, 22.8280, 13.5380)  -0.092
C (41.9710, 22.6020, 14.8260)  -0.227
O (40.6760, 23.2170, 14.6450)  -0.053
C (39.8230, 23.1700, 15.7680)  -0.536
C (38.5090, 23.7640, 15.2920)  -0.020
O (40.0680, 22.7890, 16.8560)  0.132
H (43.9730, 22.2830, 13.7340)  0.126
H (43.1010, 23.8780, 13.5440)  0.042
H (42.6240, 22.4650, 12.4530)  0.078
H (41.7560, 21.5580, 14.8130)  0.071
H (42.7670, 22.8200, 15.6710)  0.160
H (38.4870, 24.8690, 15.6470)  0.115
H (37.5660, 23.4800, 15.8960)  0.097
H (38.2760, 23.4980, 14.1820)  0.097
C (38.5740, 22.6720, 5.3600)  -0.043
C (37.7760, 22.1860, 6.4730)  -0.264
O (36.4260, 22.2870, 6.2970)  0.046
C (35.6630, 23.2900, 6.5360)  -0.528
C (34.2330, 23.1010, 6.2830)  0.025
O (36.1430, 24.4150, 6.7780)  0.065
H (39.4650, 22.9840, 5.4200)  -0.041
H (38.3350, 23.7720, 4.8810)  0.159
H (38.5730, 21.9730, 4.4260)  0.127
H (37.9620, 21.2280, 6.8980)  0.128
H (38.0150, 22.5220, 7.4020)  0.087
H (33.6480, 23.9650, 6.5000)  0.085
H (33.8140, 22.3730, 6.9900)  0.104
H (33.8800, 22.8020, 5.3690)  0.062
C (48.3030, 22.4040, 7.7160)  -0.056
C (47.6590, 23.4960, 8.4420)  -0.256
O (46.2630, 23.3610, 8.4420)  0.018
C (45.4770, 24.1690, 9.0670)  -0.530
C (44.0080, 23.9000, 9.0320)  0.025
O (45.9250, 25.1550, 9.6920)  0.060
H (47.8310, 22.3730, 6.6240)  0.126
H (48.0770, 21.4360, 8.1930)  0.090
H (49.3330, 22.5520, 7.5300)  0.062
H (47.8200, 23.4750, 9.4050)  0.076
H (47.9860, 24.4710, 8.1670)  0.131
H (43.4440, 24.1220, 8.1270)  0.067
H (43.4180, 24.3680, 9.8110)  0.074
H (43.9170, 22.7940, 9.0600)  0.095
C (39.2200, 21.9930, 11.1060)  -0.033
C (40.1760, 23.1790, 10.9390)  -0.192
O (39.6490, 23.6950, 9.7390)  -0.016
C (40.1400, 24.8630, 9.2530)  -0.447
C (39.3450, 25.4750, 8.0560)  0.041
O (41.0050, 25.5730, 9.7730)  0.063
H (39.4370, 21.3350, 11.8470)  0.000
H (39.3080, 21.1220, 10.4020)  0.087
H (38.0800, 22.3920, 11.4470)  0.154
H (40.1720, 23.8240, 11.7030)  0.091
H (40.9630, 22.7300, 10.8530)  0.015
H (39.4340, 24.7300, 7.3050)  0.042
H (39.6070, 26.5580, 7.6800)  0.137
H (38.3310, 25.3060, 8.2350)  0.037
C (38.7510, 17.5490, 11.8070)  -0.071
C (39.5230, 18.0520, 13.0260)  -0.243
O (38.7240, 18.8400, 13.8560)  -0.009
C (39.2520, 19.4100, 14.9150)  -0.544
C (38.1420, 20.0640, 15.7750)  0.042
O (40.3700, 19.5920, 15.2320)  0.138
H (37.9020, 16.8180, 12.0830)  0.104
H (39.3130, 17.0290, 11.1080)  0.034
H (38.2870, 18.4830, 11.2610)  0.109
H (39.8960, 17.0620, 13.6790)  0.193
H (40.2510, 18.7040, 12.7640)  0.074
H (38.4710, 20.3230, 16.7290)  0.073
H (37.3710, 19.4910, 16.0340)  0.028
H (37.5800, 20.7530, 15.1460)  0.095

The multiplicity is 1. For the molecular weight, the calculation gives 616.74 u. The value obtained for the LUMO energy is 0.34 eV.

Taking the most stable structure as the zero point, the relative energies in eV are entry 1 0.127; entry 2 0.000; entry 3 1.170.